Here is a gas-phase ion, C4H7N (charge -1) in a non-equilibrium geometry from OMol25. Energies are from ωB97M-V/def2-TZVPD.

Last column: Mulliken charge in e.
Cartesian coordinates (Å):
N  1.608  -0.416  0.762  -0.63
C  0.290  -0.096  0.411  0.49
C  -0.520  0.474  1.344  -1.14
C  -1.037  0.296  -1.642  -0.92
C  -0.068  -0.428  -0.948  -0.60
H  2.216  -0.851  0.082  0.30
H  2.099  0.012  1.523  0.17
H  -1.514  0.767  1.053  0.30
H  -0.172  0.616  2.362  0.24
H  -1.511  -0.048  -2.548  0.26
H  -1.587  1.133  -1.216  0.26
H  0.197  -1.459  -1.182  0.28

Relative energy (zero: lowest compared OMol25 entry of this formula, charge and spin), eV: 0.8528
Multiplicity: 2
Energy, Eh: -211.27390
Orbital gap (spin up / spin down), eV: 4.071 / 7.104
Charge: -1
⟨S²⟩: 0.7570

***

Here is C4H7N in the gas phase in a non-equilibrium geometry from OMol25. Energies are from ωB97M-V/def2-TZVPD.

Last column: Mulliken charge in e.
Cartesian coordinates (Å):
C  -0.131  1.196  -0.059  -0.25
C  -1.189  0.336  0.141  -0.36
C  -0.487  -1.023  0.158  -0.46
N  0.814  -0.879  -0.075  -0.36
C  1.181  0.515  0.173  -0.33
H  -0.516  2.344  -0.227  0.23
H  -2.210  0.586  -0.301  0.29
H  -0.695  -1.526  1.215  0.20
H  -1.079  -1.668  -0.736  0.23
H  0.798  -1.131  -1.026  0.32
H  2.036  0.724  -0.546  0.31
H  1.478  0.525  1.282  0.19

Relative energy (zero: lowest compared OMol25 entry of this formula, charge and spin), eV: 2.9313
Energy, Eh: -211.25295
Orbital gap, eV: 10.028
Charge: 0

***

Here is a molecular structure, C4H7N in a non-equilibrium geometry from OMol25. Energies are from ωB97M-V/def2-TZVPD.

Last column: Mulliken charge in e.
Cartesian coordinates (Å):
C  0.667  0.082  -0.558  0.40
C  -0.017  -1.257  -0.330  -0.57
C  -0.135  0.942  0.295  -0.32
C  -1.048  -0.131  0.906  -0.71
N  1.693  0.125  -1.259  -0.64
H  -0.538  -1.612  -1.163  0.29
H  0.736  -1.986  0.085  0.24
H  0.458  1.676  0.884  0.34
H  -0.765  1.602  -0.323  0.20
H  -2.039  0.017  0.728  0.30
H  -1.013  -0.502  1.996  0.23
H  2.001  1.044  -1.260  0.25

Relative energy (zero: lowest compared OMol25 entry of this formula, charge and spin), eV: 2.7078
Energy, Eh: -211.26116
Orbital gap, eV: 11.039
Charge: 0

***

Here is C4H7N in the gas phase in a non-equilibrium geometry from OMol25. Energies are from ωB97M-V/def2-TZVPD.

Last column: Mulliken charge in e.
Cartesian coordinates (Å):
C  1.749  0.409  0.156  -0.61
C  0.979  -0.610  -0.164  -0.21
C  -0.502  -0.626  -0.397  0.06
C  -1.350  0.614  -0.369  -0.43
N  -1.502  -0.412  0.712  -0.55
H  1.654  1.508  0.007  0.27
H  2.715  0.039  0.643  0.20
H  1.352  -1.691  -0.116  0.24
H  -0.753  -1.327  -1.184  0.30
H  -0.911  1.507  0.052  0.21
H  -2.207  0.750  -0.960  0.26
H  -1.225  -0.161  1.621  0.26

Relative energy (zero: lowest compared OMol25 entry of this formula, charge and spin), eV: 2.4992
Energy, Eh: -211.26883
Orbital gap, eV: 10.316
Charge: 0

***

Here is C4H7N2 in the gas phase from OMol25. Energies are from ωB97M-V/def2-TZVPD.

Last column: Mulliken charge in e.
Cartesian coordinates (Å):
C  -1.591  1.152  0.883  -1.09
C  -0.471  0.349  0.302  0.49
C  0.459  -0.368  0.963  -0.48
N  1.321  -0.953  0.026  -0.20
C  0.866  -0.600  -1.253  -0.68
N  -0.264  0.215  -1.049  -0.10
H  -1.505  2.200  0.606  0.29
H  -2.566  0.774  0.590  0.30
H  -1.528  1.090  1.966  0.27
H  0.565  -0.440  2.031  0.38
H  1.794  -1.828  0.163  0.21
H  1.312  -0.805  -2.202  0.42
H  -0.871  0.479  -1.804  0.20

Relative energy (zero: lowest compared OMol25 entry of this formula, charge and spin), eV: 0.0000
Multiplicity: 2
Energy, Eh: -266.04674
Orbital gap (spin up / spin down), eV: 5.512 / 9.110
Charge: 0
⟨S²⟩: 0.7553

***

Here is a gas-phase ion, C4H7N2 (charge +1) in a non-equilibrium geometry from OMol25. Energies are from ωB97M-V/def2-TZVPD.

Last column: Mulliken charge in e.
Cartesian coordinates (Å):
C  0.569  -1.265  -0.779  -0.08
C  0.047  0.983  1.535  -0.85
C  -0.827  0.061  0.539  0.21
C  -0.422  0.695  -0.763  -0.45
N  -0.183  -1.146  0.312  -0.13
N  0.495  -0.109  -1.365  -0.04
H  1.153  -2.087  -1.036  0.44
H  -0.227  2.046  1.767  0.34
H  1.027  0.803  1.298  0.38
H  -1.855  -0.053  0.732  0.37
H  -0.583  1.807  -0.976  0.36
H  -0.281  -1.909  0.923  0.16
H  1.087  0.173  -2.189  0.28

Relative energy (zero: lowest compared OMol25 entry of this formula, charge and spin), eV: 4.4208
Energy, Eh: -265.74602
Orbital gap (spin up / spin down), eV: 8.259 / 7.874
Charge: +1

***

Here is 2 unconnected molecules or ions with the total composition C4H7N2 in a non-equilibrium geometry from OMol25. Energies are from ωB97M-V/def2-TZVPD.

Last column: Mulliken charge in e.
Cartesian coordinates (Å):
C  1.431  0.072  0.158  -0.11
C  -1.310  -0.114  0.576  -0.74
C  -0.547  -0.809  -0.534  -0.12
C  -0.600  0.691  -0.455  -0.05
N  0.833  -1.076  -0.027  -0.12
N  0.678  1.123  -0.067  -0.08
H  2.494  0.046  0.502  0.37
H  -2.316  -0.289  0.580  0.31
H  -1.028  -0.052  1.634  0.21
H  -0.698  -1.583  -1.308  0.40
H  -1.390  1.784  -1.148  0.36
H  1.488  -1.831  -0.187  0.31
H  0.965  2.038  0.277  0.27

Relative energy (zero: lowest compared OMol25 entry of this formula, charge and spin), eV: 3.8140
Energy, Eh: -265.76832
Orbital gap, eV: 10.798
Charge: +1

***

Here is 2 unconnected molecules or ions with the total composition C4H7N2 in a non-equilibrium geometry from OMol25. Energies are from ωB97M-V/def2-TZVPD.

Last column: Mulliken charge in e.
Cartesian coordinates (Å):
C  2.150  0.208  -0.609  0.42
C  1.698  0.099  0.613  -0.91
C  2.562  0.342  -1.839  -0.69
C  -2.804  -0.456  1.018  -0.48
N  -2.271  0.116  -0.087  0.46
N  -1.549  0.559  -0.847  0.03
H  1.321  -0.758  1.008  0.40
H  1.919  0.911  1.199  0.29
H  3.623  0.289  -1.917  0.24
H  2.117  0.664  -2.786  0.28
H  -3.148  0.247  1.876  0.33
H  -3.676  -1.174  0.846  0.32
H  -1.941  -1.047  1.523  0.31

Relative energy (zero: lowest compared OMol25 entry of this formula, charge and spin), eV: 5.8498
Energy, Eh: -265.69350
Orbital gap, eV: 6.243
Charge: +1

***

Here is a gas-phase ion, C4H7N2 (charge +1) in a non-equilibrium geometry from OMol25. Energies are from ωB97M-V/def2-TZVPD.

Last column: Mulliken charge in e.
Cartesian coordinates (Å):
C  -0.940  1.762  0.591  -0.10
C  -1.247  3.006  0.596  -0.47
C  -0.953  0.454  0.466  0.01
C  -0.099  -0.643  -0.143  0.11
N  0.640  -1.274  0.786  -0.49
N  0.770  0.200  -1.046  -0.47
H  -1.738  -0.250  1.206  0.33
H  -0.587  -1.185  -0.917  0.46
H  0.771  -2.261  0.633  0.26
H  0.407  -1.052  1.737  0.29
H  1.617  -0.314  -1.306  0.35
H  1.057  1.059  -0.629  0.31
H  0.302  0.496  -1.975  0.41

Relative energy (zero: lowest compared OMol25 entry of this formula, charge and spin), eV: 6.9535
Energy, Eh: -265.65294
Orbital gap, eV: 8.451
Charge: +1

***

Here is 2 unconnected molecules or ions with the total composition C4H7N2 in a non-equilibrium geometry from OMol25. Energies are from ωB97M-V/def2-TZVPD.

Last column: Mulliken charge in e.
Cartesian coordinates (Å):
C  -3.512  0.119  1.162  -0.04
C  0.411  -0.014  -0.757  0.47
C  -0.734  0.287  -1.578  -0.74
C  2.143  -0.024  1.154  -0.58
N  -2.905  -0.059  0.209  -0.36
N  1.319  -0.129  -0.043  0.08
H  -3.839  0.247  2.201  0.30
H  -0.790  -0.366  -2.466  0.31
H  -0.582  1.378  -1.817  0.29
H  -1.755  0.087  -1.145  0.35
H  3.017  0.473  0.868  0.31
H  2.394  -0.990  1.616  0.28
H  1.609  0.642  1.849  0.32

Relative energy (zero: lowest compared OMol25 entry of this formula, charge and spin), eV: 2.9603
Energy, Eh: -265.79969
Orbital gap, eV: 12.553
Charge: +1

***

Here is a gas-phase ion, C4H7N2 (charge +1) in a non-equilibrium geometry from OMol25. Energies are from ωB97M-V/def2-TZVPD.

Last column: Mulliken charge in e.
Cartesian coordinates (Å):
C  -0.488  0.246  1.398  -1.21
C  0.014  0.327  0.019  -0.11
C  1.234  0.003  -0.391  -0.21
N  1.225  -0.128  -1.919  -0.11
C  0.193  -0.743  -2.299  0.51
N  -0.967  -1.006  -2.157  -0.25
H  0.140  0.340  2.167  0.42
H  -1.141  -0.640  1.373  0.29
H  -1.188  1.104  1.562  0.33
H  -0.804  0.690  -0.618  0.41
H  2.003  -0.565  0.043  0.37
H  2.020  0.227  -2.312  0.23
H  -1.587  -1.823  -2.194  0.33

Relative energy (zero: lowest compared OMol25 entry of this formula, charge and spin), eV: 4.2041
Energy, Eh: -265.75398
Orbital gap, eV: 9.291
Charge: +1

***

Here is a gas-phase ion, C4H7N2 (charge +1) in a non-equilibrium geometry from OMol25. Energies are from ωB97M-V/def2-TZVPD.

Last column: Mulliken charge in e.
Cartesian coordinates (Å):
C  1.065  0.997  -1.216  -1.22
C  0.317  0.152  -0.273  0.66
C  0.663  -0.520  0.857  -0.53
N  -0.486  -1.074  1.387  -0.02
C  -1.516  -0.709  0.630  -0.15
N  -1.072  0.044  -0.348  -0.04
H  1.239  0.586  -2.207  0.33
H  2.077  1.296  -0.909  0.35
H  0.656  2.013  -1.183  0.35
H  1.668  -0.667  1.212  0.40
H  -0.501  -1.588  2.261  0.24
H  -2.513  -1.016  0.888  0.41
H  -1.596  0.485  -1.099  0.25

Relative energy (zero: lowest compared OMol25 entry of this formula, charge and spin), eV: 0.2485
Energy, Eh: -265.89934
Orbital gap, eV: 11.177
Charge: +1